This record from the OMol25 dataset describes a molecular structure, C13H28Cl23Hg2O2. The level of theory is the ωB97M-V functional and the def2-TZVPD basis.

ORCA input file:
```
! wB97M-V def2-TZVPD RIJCOSX def2/J DEFGRID3
* xyz 1 1
Hg -2.225 -2.003 -1.017
Hg 0.463 0.835 -1.371
C -1.526 0.220 -3.758
O -1.407 -0.300 -2.430
H -0.886 -0.369 -4.416
H -2.579 0.255 -4.037
H -1.173 1.251 -3.751
C 2.427 3.809 -2.126
O 1.538 2.719 -2.115
H 2.017 4.659 -1.580
H 3.378 3.599 -1.637
H 2.766 4.213 -3.080
Cl -0.120 -0.961 0.471
C -3.129 2.127 3.715
Cl -2.281 0.913 2.668
Cl -3.773 3.495 2.721
H -4.012 1.694 4.184
H -2.512 2.587 4.487
C 3.638 -2.703 1.068
Cl 4.492 -4.173 1.714
Cl 3.133 -3.118 -0.548
H 2.804 -2.356 1.678
H 4.339 -1.874 0.969
C 4.270 1.797 0.908
Cl 5.883 1.245 1.363
Cl 3.253 0.690 -0.052
H 3.718 2.153 1.778
H 4.299 2.749 0.379
C 0.556 -1.417 3.966
Cl 0.275 -2.232 5.541
Cl 2.204 -0.843 3.889
H 0.443 -2.199 3.216
H -0.042 -0.513 3.847
C -1.377 4.044 -1.291
Cl -2.923 5.028 -1.169
Cl -1.532 2.491 -0.521
H -1.227 3.860 -2.355
H -0.571 4.603 -0.815
C 0.167 -5.559 0.672
Cl 0.832 -4.872 2.184
Cl -1.379 -4.690 0.335
H 0.901 -5.371 -0.111
H -0.108 -6.598 0.855
C 1.143 -4.352 -3.520
Cl -0.016 -3.659 -2.328
Cl 1.195 -3.356 -4.985
H 2.147 -4.305 -3.099
H 0.883 -5.379 -3.778
C 3.567 -0.004 -3.838
Cl 2.138 -0.609 -2.939
Cl 4.975 -1.026 -3.489
H 3.387 -0.188 -4.897
H 3.735 1.039 -3.569
C -5.138 1.744 -0.369
Cl -5.511 2.389 -1.984
Cl -4.334 0.148 -0.507
H -4.433 2.353 0.198
H -6.038 1.699 0.243
C -4.818 -3.203 2.313
Cl -3.531 -2.289 1.458
Cl -5.183 -4.703 1.442
H -4.457 -3.399 3.323
H -5.769 -2.671 2.331
C 0.662 4.245 2.834
Cl -0.578 4.912 1.840
Cl 1.249 2.623 2.254
H 1.487 4.957 2.807
H 0.227 4.144 3.829
*
```

Summary:
Energy ... -314385.2292 eV
HOMO-LUMO gap ... 4.40 eV
E_HOMO ... -10.61 eV
Relative energy (zero: lowest compared OMol25 entry of this formula, charge and spin) ... 0.0 kJ/mol

natural (NBO) atomic charge list, values in e, 4 entries:
1 Hg 1.404
2 Hg 1.517
3 C -0.264
4 O -0.967